Entry 1:
Formula: C19H19Cl12N3
Source: the Open Molecules 2025 dataset
Level of theory: wB97M-V/def2-TZVPD

Geometry as XYZ:
```
53
Properties=species:S:1:pos:R:3:mulliken_charge:R:1
Cl -3.67110 -1.84950 4.46029 -0.134
Cl 1.76237 4.75883 1.95697 -0.069
Cl 0.02708 3.67678 4.01050 -0.073
Cl 0.71808 0.76369 2.05583 -0.124
Cl -1.22754 -0.32570 0.20953 -0.070
Cl 0.78600 1.55265 -0.74880 -0.062
Cl 2.60331 4.79806 4.77208 -0.130
Cl -3.42508 0.91857 3.56193 -0.097
Cl -4.80570 -1.00757 1.91219 -0.140
Cl 2.10452 3.75115 -3.29033 -0.135
Cl 2.85587 5.73643 -1.30772 -0.127
Cl 4.85440 3.92429 -2.39883 -0.130
N 3.21497 -2.18868 0.10834 -0.456
N -3.43708 4.39400 2.05105 -0.521
N -0.55614 -4.89016 -3.16063 -0.537
C 1.70675 3.95881 3.53342 0.116
C 3.31363 -4.95672 -0.18026 -0.231
C 3.67446 -4.12225 -1.22172 -0.412
C -1.62156 4.09327 0.53607 -0.034
C -2.20097 4.67872 1.65283 -0.525
C -3.61643 2.84637 0.23915 -0.262
C 2.90252 -2.98899 1.12629 -0.269
C -0.41344 -2.59083 -2.53794 -0.270
C 3.64355 -2.74457 -1.01785 -0.159
C -4.11242 3.48862 1.35983 -0.455
C -1.81023 -4.68141 -3.53559 -0.213
C -3.49666 -0.78608 3.07612 0.343
C -1.73700 -2.39910 -2.90000 -0.383
C -2.34931 3.17817 -0.20555 -0.382
C 0.41926 0.24515 0.39988 0.605
C 0.13501 -3.84551 -2.68844 -0.203
C 3.17203 4.11412 -1.92308 0.344
C 2.96466 -4.37291 1.02232 -0.432
C -2.44518 -3.44756 -3.44784 -0.433
H 1.16873 -4.10004 -2.48561 0.484
H 2.68025 -4.96845 1.88158 0.367
H -1.87786 2.76198 -1.08591 0.538
H 2.53335 -2.49838 2.01860 0.395
H -3.48992 -3.34726 -3.70795 0.373
H 3.34995 -6.03162 -0.29481 0.398
H 0.15242 -1.74843 -2.16095 0.350
H 1.12209 -0.54762 0.16375 -0.286
H 2.15220 2.98626 3.37009 0.139
H -5.08782 3.20386 1.73916 0.413
H 2.96831 3.41312 -1.12485 0.035
H 3.99027 -2.09409 -1.81394 0.361
H -1.64946 5.31947 2.32889 0.563
H -2.55058 -0.99620 2.59714 0.003
H -2.34594 -5.55202 -3.89919 0.363
H -4.23458 2.13302 -0.29230 0.399
H -2.19936 -1.42918 -2.76434 0.453
H -0.59988 4.30070 0.24386 0.274
H 3.98517 -4.48523 -2.19325 0.437
```

As for the orbital gap: 0.3588 hartree. Its SMILES is ClC(Cl)Cl.ClC(Cl)Cl.ClC(Cl)Cl.ClC(Cl)Cl.c1ccncc1.c1ccncc1.c1ccncc1. The total charge is 0. As for the energy above the lowest of the compared OMol25 structures with the same formula, charge and spin: 0.00 kcal/mol. The electronic energy comes out at -6421.94021 Eh.

=====

Entry 2:
Formula: C19H19ClMoN5O4S2SbSe4
Source: the Open Molecules 2025 dataset
Level of theory: wB97M-V/def2-TZVPD

Geometry as XYZ:
```
56
Properties=species:S:1:pos:R:3:mulliken_charge:R:1
Sb 4.53150 -1.83972 1.35399 0.259
Mo -0.75791 -0.20996 0.77018 -0.352
Se 2.18410 -2.88049 0.39207 -0.413
Se 0.23949 -2.22242 1.55803 -0.155
Se 4.94501 0.15456 -0.09272 -0.878
Se 4.02317 -1.14377 3.67831 -0.824
Cl -0.37949 -3.55197 -3.79837 -0.305
S -2.82609 -1.04036 1.70131 -0.380
S -3.62493 -0.47077 -0.08276 1.225
O 1.05388 0.89794 0.90890 0.425
O -4.21193 -1.58100 -0.79901 -0.711
O -2.25326 -0.11448 -0.70718 -0.223
O -4.45583 0.71551 -0.01163 -0.626
N 0.29537 -0.65868 -1.18744 1.410
N -2.02309 2.41380 -3.79936 -0.510
N 2.86059 1.53512 2.08990 -0.293
N -1.13331 2.45529 0.23577 0.698
N -2.03412 0.08035 -4.26466 -0.457
C 2.09644 -0.62151 -2.75280 -0.797
C -3.28241 2.32911 -3.35793 0.473
C -1.51511 5.09314 -0.57089 -0.503
C -0.48608 4.75630 0.29121 -1.114
C -3.92461 3.59247 -2.91237 -0.562
C 1.54962 -1.67135 -3.45838 -0.385
C 0.82953 0.73534 3.23077 -0.655
C -0.32898 3.43114 0.66191 -0.216
C -0.62697 0.66899 2.78877 -0.891
C 0.36801 -2.21099 -2.98356 0.154
C 1.62936 1.06397 2.02139 0.381
C -3.48376 4.37462 -1.93377 -0.706
C -1.47186 1.28108 -4.22202 -0.218
C -2.34877 4.09147 -1.04342 0.314
C -3.27638 0.00579 -3.79004 -0.109
C -0.23259 -1.69399 -1.85842 -0.960
C -2.11781 2.79108 -0.59268 -0.730
C -3.95991 1.11867 -3.33074 -0.194
C 1.44974 -0.14938 -1.62080 -0.506
H -0.44661 1.34631 -4.57389 0.467
H 0.47149 3.14688 1.32768 0.395
H -4.95291 1.03301 -2.91332 0.286
H -4.00844 5.30943 -1.75520 0.396
H 1.20144 -0.23912 3.56836 0.262
H 1.89661 0.63151 -1.02899 0.357
H -1.05762 1.67361 2.73588 0.263
H 1.03972 1.45747 4.02685 0.370
H -4.81002 3.89656 -3.46267 0.356
H -2.78404 1.99464 -0.87936 0.653
H -1.21560 0.09845 3.50262 0.721
H -1.14663 -2.12609 -1.47849 0.474
H 2.03273 -2.08942 -4.33143 0.459
H 3.36555 1.25138 2.93142 0.244
H 3.43612 1.40595 1.24060 -0.066
H 3.05360 -0.19222 -3.01237 0.421
H -3.73060 -0.97678 -3.75055 0.391
H -1.66410 6.12213 -0.88037 0.451
H 0.19273 5.50418 0.67868 0.431
```

As for the orbital gap (alpha / beta): 0.1866 / 0.1869 hartree. The total charge is -2. As for the energy above the lowest of the compared OMol25 structures with the same formula, charge and spin: 0.00 kcal/mol. The electronic energy comes out at -12481.15228 Eh.

=====

Entry 3:
Formula: C19H19F2MnN
Source: the Open Molecules 2025 dataset
Level of theory: wB97M-V/def2-TZVPD

Geometry as XYZ:
```
42
Properties=species:S:1:pos:R:3:mulliken_charge:R:1
Mn -0.07437 0.01042 0.25813 -0.317
F -1.34037 2.11151 5.11595 -0.340
F -3.89745 -1.59655 3.84758 -0.330
N 0.80517 1.68770 1.38901 -0.354
C 1.01707 -2.33710 -1.73783 -0.364
C -1.32752 -2.49606 -2.66577 -0.407
C -1.60255 1.13918 4.18495 0.537
C 2.39170 3.45655 1.71740 -0.626
C -0.85131 1.06223 2.98069 -0.284
C 0.68881 -0.53418 -4.15791 -0.892
C 0.13087 -3.02160 -2.70848 -0.841
C -2.63546 0.27659 4.52410 -0.912
C 1.82141 3.80079 2.94230 -0.433
C -1.46014 -1.02033 -2.86309 -0.629
C -1.16963 0.05327 2.05025 -0.264
C 1.87430 -0.42291 -3.16832 -0.413
C -2.17310 -0.85535 2.37594 -0.341
C -2.88265 -0.71113 3.58409 0.491
C 1.87284 2.39653 0.98650 -0.029
C 0.25155 1.96217 2.61109 1.240
C 0.75058 3.02275 3.37639 -0.567
C 1.72299 -1.21833 -1.90747 -0.752
C -0.63157 -0.20568 -3.52412 -0.198
H 0.26906 3.21704 4.31769 0.522
H 2.80124 -0.70451 -3.71348 0.322
H 2.45991 -0.92548 -1.13972 0.587
H -2.42540 -1.66951 1.70144 0.439
H 1.99128 0.65294 -2.91278 0.204
H 2.18218 4.62985 3.54349 0.434
H 2.32703 2.10337 0.02945 0.347
H -1.77942 -2.78281 -1.70191 0.237
H 0.69088 -1.50924 -4.66615 0.302
H 0.51165 -3.00093 -3.74113 0.303
H 0.85316 0.20704 -4.95880 0.432
H -2.43846 -0.62958 -2.57041 0.440
H 0.09097 -4.09284 -2.44291 0.383
H -1.91124 -3.02475 -3.44163 0.324
H -3.19205 0.36190 5.43441 0.495
H 1.14184 -2.92439 -0.82197 0.534
H 0.87357 -1.30313 0.29667 -0.033
H -0.95977 0.81438 -3.76221 0.376
H 3.23241 4.02017 1.33855 0.379
```

As for the orbital gap (alpha / beta): 0.2379 / 0.2875 hartree. The expectation value of S² is 8.767. The total charge is 0. As for the energy above the lowest of the compared OMol25 structures with the same formula, charge and spin: 0.00 kcal/mol. The electronic energy comes out at -2140.74079 Eh. The spin multiplicity is 6.

=====

Entry 4:
Formula: C19H19F2NZn
Source: the Open Molecules 2025 dataset
Level of theory: wB97M-V/def2-TZVPD

Geometry as XYZ:
```
42
Properties=species:S:1:pos:R:3:mulliken_charge:R:1
Zn -0.71293 0.05380 0.68146 -0.239
F 2.83086 3.91772 0.72688 -0.331
F 2.96646 1.04867 4.47488 -0.331
N -0.44812 1.62590 -0.76380 -0.052
C 0.81058 0.95746 1.53738 0.891
C 2.96560 2.45752 2.56039 -0.997
C -0.85731 -1.97477 -2.27232 -0.461
C 1.31060 0.66092 2.79575 -0.476
C 2.39783 2.75323 1.33331 0.442
C 2.40297 1.40202 3.26747 0.527
C -0.43033 -2.82882 -0.22983 -0.323
C 0.44308 3.54273 -2.57675 -0.367
C -0.81309 2.95647 -2.72623 -0.771
C 1.19510 3.21193 -1.45878 -0.651
C -2.12759 -1.61712 -1.44256 -0.994
C -1.75964 -1.34283 1.31647 -0.636
C -0.00825 -3.13866 -1.64709 -0.820
C 0.71391 2.29133 -0.52785 1.131
C -0.75476 -2.27122 2.01395 -0.838
C 0.28836 -2.90726 1.02666 -0.784
C -2.06059 -0.96851 -0.04184 0.296
C 1.34509 1.99453 0.76404 -1.616
C -1.22511 1.98916 -1.80351 -0.093
H -2.78436 -2.49719 -1.41405 0.374
H 0.45857 -3.97010 1.26630 0.350
H 1.05368 -2.92347 -1.82592 0.289
H 0.88035 -0.12584 3.41223 0.444
H -2.89568 -0.23866 -0.01470 0.715
H -2.20367 1.51068 -1.88710 0.367
H 0.82908 4.25934 -3.29762 0.424
H -0.20500 -1.09109 -2.31193 0.097
H -1.13601 -2.22472 -3.30191 0.441
H -1.47078 3.22660 -3.54523 0.379
H -0.15662 -4.11158 -2.08710 0.346
H -0.18962 -1.69660 2.76249 0.158
H -1.39407 -3.35476 -0.09997 0.371
H 2.15235 3.66557 -1.25936 0.468
H 1.26111 -2.38641 1.05407 0.265
H -2.48951 -0.97307 2.05014 0.603
H 3.78346 3.05167 2.95777 0.466
H -1.29187 -3.05204 2.57927 0.480
H -2.67410 -0.88256 -2.04547 0.453
```

As for the orbital gap (alpha / beta): 0.1970 / 0.2633 hartree. The total charge is 0. As for the energy above the lowest of the compared OMol25 structures with the same formula, charge and spin: 23.73 kcal/mol. The electronic energy comes out at -2768.98525 Eh.

=====

Entry 5:
Formula: C19H19FN2O2S2
Source: the Open Molecules 2025 dataset
Level of theory: wB97M-V/def2-TZVPD

Geometry as XYZ:
```
45
Properties=species:S:1:pos:R:3:mulliken_charge:R:1
S -4.57946 2.75703 -0.82532 -0.251
S 4.45677 -0.91063 -0.35610 1.161
F -7.09262 4.40318 4.07965 -0.301
O 5.22948 -0.20267 -1.38272 -0.638
O 5.14938 -1.33165 0.87758 -0.658
N -3.80555 2.02228 1.67759 -0.451
N 3.75147 -2.41658 -1.05073 0.278
C 2.07864 0.61524 -0.98146 -0.699
C 2.81509 -0.10388 0.07694 0.104
C -5.47309 3.22332 2.82977 -0.413
C -1.23838 1.05177 0.77462 -0.339
C 4.66939 -2.55596 -3.24567 -0.922
C -4.99523 2.76567 1.64216 -0.162
C 3.33832 -4.72515 -0.45100 -1.303
C 3.07447 -3.30233 -0.10387 -0.507
C -6.97113 3.62328 0.49636 -0.552
C -2.14999 1.55909 -0.11276 -0.728
C 0.79166 0.93245 -0.81567 -0.360
C -3.41240 2.06446 0.39631 0.652
C 0.91967 0.14560 1.48201 -0.378
C -5.68885 3.05179 0.52261 0.569
C 0.20652 0.77954 0.48444 1.108
C 3.33666 -2.48350 -2.47410 -0.707
C -7.47221 4.06660 1.72508 -0.498
C 2.20676 -0.34049 1.33433 -0.806
C -6.65208 3.96775 2.84356 0.127
H 4.43826 -4.65992 -0.39625 0.334
H 5.25870 -1.58624 -3.25206 0.234
H 4.31125 -2.73292 -4.27187 0.388
H -7.66276 3.55125 -0.32401 0.393
H 3.37795 -3.17073 0.90626 0.413
H -4.94451 3.04456 3.71814 0.538
H 0.22170 1.43052 -1.64084 0.152
H -8.32909 4.66744 1.80403 0.445
H 2.77757 -3.37833 -2.78102 0.416
H 2.56660 -1.70511 -2.67210 0.298
H -1.77055 1.94013 -1.07883 0.176
H 2.81807 -0.65386 2.16677 0.494
H -1.65324 0.86409 1.76538 0.422
H 3.02397 -5.00392 -1.51815 0.215
H 0.40068 -0.23123 2.42518 0.231
H 3.05458 -5.34028 0.33608 0.465
H 2.46682 0.72747 -2.01059 0.465
H 5.10640 -3.42706 -2.73188 0.240
H 2.04426 -2.99210 0.11213 0.356
```

As for the orbital gap: 0.2750 hartree. Its SMILES is CCN(CC)S(=O)(=O)c1ccc(/C=C/c2nc3cc(F)ccc3s2)cc1. The total charge is 0. As for the energy above the lowest of the compared OMol25 structures with the same formula, charge and spin: 9.61 kcal/mol. The electronic energy comes out at -1891.51334 Eh.

=====

Q: Among the records above, which one has the lowest total charge?
A: C19H19ClMoN5O4S2SbSe4

=====

What did the third record say?
Formula: C19H19F2MnN
Source: the Open Molecules 2025 dataset
Level of theory: wB97M-V/def2-TZVPD

Geometry as XYZ:
```
42
Properties=species:S:1:pos:R:3:mulliken_charge:R:1
Mn -0.07437 0.01042 0.25813 -0.317
F -1.34037 2.11151 5.11595 -0.340
F -3.89745 -1.59655 3.84758 -0.330
N 0.80517 1.68770 1.38901 -0.354
C 1.01707 -2.33710 -1.73783 -0.364
C -1.32752 -2.49606 -2.66577 -0.407
C -1.60255 1.13918 4.18495 0.537
C 2.39170 3.45655 1.71740 -0.626
C -0.85131 1.06223 2.98069 -0.284
C 0.68881 -0.53418 -4.15791 -0.892
C 0.13087 -3.02160 -2.70848 -0.841
C -2.63546 0.27659 4.52410 -0.912
C 1.82141 3.80079 2.94230 -0.433
C -1.46014 -1.02033 -2.86309 -0.629
C -1.16963 0.05327 2.05025 -0.264
C 1.87430 -0.42291 -3.16832 -0.413
C -2.17310 -0.85535 2.37594 -0.341
C -2.88265 -0.71113 3.58409 0.491
C 1.87284 2.39653 0.98650 -0.029
C 0.25155 1.96217 2.61109 1.240
C 0.75058 3.02275 3.37639 -0.567
C 1.72299 -1.21833 -1.90747 -0.752
C -0.63157 -0.20568 -3.52412 -0.198
H 0.26906 3.21704 4.31769 0.522
H 2.80124 -0.70451 -3.71348 0.322
H 2.45991 -0.92548 -1.13972 0.587
H -2.42540 -1.66951 1.70144 0.439
H 1.99128 0.65294 -2.91278 0.204
H 2.18218 4.62985 3.54349 0.434
H 2.32703 2.10337 0.02945 0.347
H -1.77942 -2.78281 -1.70191 0.237
H 0.69088 -1.50924 -4.66615 0.302
H 0.51165 -3.00093 -3.74113 0.303
H 0.85316 0.20704 -4.95880 0.432
H -2.43846 -0.62958 -2.57041 0.440
H 0.09097 -4.09284 -2.44291 0.383
H -1.91124 -3.02475 -3.44163 0.324
H -3.19205 0.36190 5.43441 0.495
H 1.14184 -2.92439 -0.82197 0.534
H 0.87357 -1.30313 0.29667 -0.033
H -0.95977 0.81438 -3.76221 0.376
H 3.23241 4.02017 1.33855 0.379
```

As for the orbital gap (alpha / beta): 0.2379 / 0.2875 hartree. The expectation value of S² is 8.767. The total charge is 0. As for the energy above the lowest of the compared OMol25 structures with the same formula, charge and spin: 0.00 kcal/mol. The electronic energy comes out at -2140.74079 Eh. The spin multiplicity is 6.

=====

Q: Which value of total charge does entry 5 give?
A: 0